{"formula": "C4H9N", "method": "the ωB97M-V functional and the def2-TZVPD basis", "e_lumo_ev": 1.067, "smiles": "C=NC.C=C", "relative_energy_kj_mol": 247.1, "largest_force_ev_per_a": 2.13, "species": ["C", "N", "C", "H", "H", "H", "H", "H", "C", "C", "H", "H", "H", "H"], "xyz": [[0.34, -3.42, 1.59], [1.11, -2.45, 1.82], [0.59, -1.35, 2.65], [0.59, -4.08, 0.76], [-0.42, -3.74, 2.31], [1.02, -0.47, 2.20], [-0.49, -1.24, 2.77], [0.97, -1.57, 3.65], [-0.42, 3.55, -2.71], [-1.49, 3.53, -3.49], [-0.20, 2.65, -2.13], [0.40, 4.26, -2.64], [-2.37, 2.94, -3.25], [-1.57, 4.15, -4.38]]}